C5H8N2 | wB97M-V/def2-TZVPD

For the energy above the lowest of the compared OMol25 structures with the same formula, charge and spin, the calculation gives 5.9856 eV. The gap between HOMO and LUMO (alpha / beta) is 0.411 / 0.243 Ha. The total energy is -304.615529 a.u.

Each line ends with the Mulliken charge.
Element x y z (Å)
C: -2.0136 0.1263 0.0409  -1.1702
C: -1.0137 -0.4104 -0.9613  0.3461
C: 0.2891 0.2248 -1.2778  0.0295
C: 0.8399 1.2277 -0.3808  0.0607
N: 1.4124 1.8273 0.4403  -0.5085
N: 0.2056 -1.0733 -0.6042  -0.4699
C: 2.0140 -0.4834 1.4771  -0.8275
H: -1.5335 0.7469 0.8039  0.3394
H: -2.7729 0.7294 -0.4709  0.3011
H: -2.5236 -0.7046 0.5398  0.2873
H: -1.4928 -0.8412 -1.8499  0.3742
H: 0.6617 0.2868 -2.3007  0.3227
H: 1.5832 -0.6842 0.5038  0.3590
H: 2.8998 -1.0236 1.8126  0.2744
H: 1.4446 0.0514 2.2271  0.2817

C54H40F5N3P2SeSiTi | wB97M-V/def2-TZVPD

For the energy above the lowest of the compared OMol25 structures with the same formula, charge and spin, the calculation gives 0.0201 eV. The gap between HOMO and LUMO is 0.232 Ha. The total energy is -6968.498967 a.u.

Each line ends with the Mulliken charge.
Element x y z (Å)
Ti: -0.1519 -0.2657 0.2309  -0.9119
C: 3.5362 1.0073 0.3969  -1.5414
Si: 1.7971 1.4142 -0.2381  2.9179
C: 2.0659 1.5598 -2.1123  0.9736
C: 2.5698 2.6807 -2.7851  -0.7996
C: 2.9194 2.6078 -4.1213  -0.8639
C: 2.7883 1.4083 -4.8204  -0.8284
C: 2.2757 0.2967 -4.1823  -0.5202
C: 1.8988 0.3852 -2.8403  -0.2474
P: 1.0765 -0.9852 -1.9696  1.9775
C: 2.2097 -2.3898 -2.0503  0.9391
C: 2.3789 -3.1779 -3.1881  -0.9465
C: 3.3245 -4.1903 -3.1948  -0.7804
C: 4.1087 -4.4207 -2.0721  -0.7831
C: 3.9479 -3.6377 -0.9393  -1.1082
C: 2.9994 -2.6260 -0.9268  -0.1634
C: -0.2948 -1.3113 -3.1373  0.9109
C: -0.7417 -2.5908 -3.4525  -0.5840
C: -1.8613 -2.7665 -4.2535  -0.9683
C: -2.5640 -1.6677 -4.7233  -0.8408
C: -2.1325 -0.3864 -4.4067  -0.7247
C: -0.9999 -0.2094 -3.6290  -1.1228
C: 1.4193 3.1767 0.3423  0.3267
C: 2.3943 4.1833 0.3269  -0.7040
C: 2.0711 5.4999 0.6019  -0.9192
C: 0.7493 5.8436 0.8707  -0.9680
C: -0.2219 4.8613 0.9149  -0.3536
C: 0.1176 3.5215 0.7033  0.5491
P: -1.0897 2.1376 0.8575  0.5723
C: -2.4821 2.8511 -0.0640  1.1058
C: -3.5252 3.5306 0.5526  -0.6423
C: -4.5470 4.0732 -0.2137  -0.7518
C: -4.5303 3.9446 -1.5948  -0.7244
C: -3.4832 3.2745 -2.2134  -0.4418
C: -2.4634 2.7323 -1.4499  -0.7200
C: -1.4456 2.0948 2.6557  1.7710
C: -1.3878 0.8738 3.3210  -0.1286
C: -1.5510 0.7970 4.6952  -0.8617
C: -1.7867 1.9468 5.4303  -0.9387
C: -1.8295 3.1755 4.7849  -0.9392
C: -1.6453 3.2499 3.4129  -0.4253
H: 4.2790 1.2574 -0.3647  0.5250
H: 3.6525 -0.0485 0.6433  0.2432
H: 3.7629 1.5699 1.3036  0.4650
H: 2.6896 3.6186 -2.2561  0.4665
H: 3.3045 3.4844 -4.6276  0.4376
H: 3.0725 1.3533 -5.8634  0.4117
H: 2.1458 -0.6301 -4.7295  0.3798
H: 1.7809 -3.0018 -4.0730  0.3429
H: 3.4486 -4.8022 -4.0788  0.4495
H: 4.8438 -5.2151 -2.0816  0.3956
H: 4.5514 -3.8170 -0.0594  0.4985
H: 2.8527 -2.0382 -0.0320  -0.0269
H: -0.2300 -3.4586 -3.0599  0.6059
H: -2.1939 -3.7681 -4.4939  0.4246
H: -3.4476 -1.8081 -5.3322  0.4150
H: -2.6722 0.4769 -4.7740  0.4593
H: -0.6493 0.7948 -3.4182  0.3621
H: 3.4208 3.9302 0.0827  0.5136
H: 2.8377 6.2644 0.5839  0.4346
H: 0.4799 6.8775 1.0451  0.4301
H: -1.2522 5.1470 1.0894  0.4529
H: -3.5700 3.5998 1.6317  0.3019
H: -5.3653 4.5873 0.2738  0.4482
H: -5.3349 4.3597 -2.1876  0.3875
H: -3.4664 3.1679 -3.2905  0.4458
H: -1.6526 2.2026 -1.9406  0.2161
H: -1.1913 -0.0392 2.7720  -0.3673
H: -1.4878 -0.1667 5.1850  0.5773
H: -1.9222 1.8899 6.5026  0.4343
H: -1.9964 4.0833 5.3500  0.4313
H: -1.6500 4.2237 2.9469  0.2637
C: 3.0244 0.5973 4.8408  -0.9141
C: 3.0705 -0.7708 4.6154  -0.6837
C: 2.3996 -1.3455 3.5449  -0.6670
C: 1.6722 -0.5409 2.6691  -0.3363
C: 1.6374 0.8304 2.8973  0.6443
C: 2.2995 1.3989 3.9708  -0.7141
N: 0.9498 -1.0954 1.5648  2.3754
N: 1.0938 -2.4735 1.5493  -0.8062
C: 0.2265 -3.0654 0.7606  -0.2858
C: 0.1723 -4.4999 0.7423  -1.2412
C: -0.8104 -5.1236 0.0586  -0.7514
C: -1.7629 -4.3422 -0.6543  -1.1741
C: -1.6390 -2.9944 -0.6471  -1.0717
N: -0.6491 -2.3245 0.0226  2.2687
H: 3.5452 1.0336 5.6830  0.4420
H: 3.6342 -1.4084 5.2849  0.4078
H: 2.4266 -2.4098 3.3775  0.4780
H: 1.0918 1.4829 2.2327  -0.8546
H: 2.2435 2.4701 4.1208  0.4750
H: 0.9188 -5.0312 1.3161  0.5936
H: -0.8831 -6.2038 0.0637  0.4882
H: -2.5805 -4.7999 -1.1929  0.5579
H: -2.3359 -2.3709 -1.1845  0.5087
F: -5.2288 -1.8651 5.8161  -0.3349
C: -4.7406 -1.5191 4.6241  0.9457
C: -5.0228 -0.2773 4.0875  0.1984
F: -5.7807 0.5848 4.7714  -0.3475
C: -4.5033 0.0709 2.8541  0.3001
F: -4.8026 1.2951 2.4047  -0.3542
C: -3.6987 -0.7844 2.1097  -0.1929
Se: -3.0765 -0.2238 0.3896  -0.1256
C: -3.4412 -2.0253 2.6771  0.1741
F: -2.6756 -2.9190 2.0488  -0.1691
C: -3.9442 -2.3978 3.9131  -0.1174
F: -3.6659 -3.6004 4.4227  -0.3315

C4H5NO | wB97M-V/def2-TZVPD

For the energy above the lowest of the compared OMol25 structures with the same formula, charge and spin, the calculation gives 2.4420 eV. The gap between HOMO and LUMO is 0.419 Ha. The total energy is -285.324843 a.u. As for the SMILES: C[C@H]1O[C@H]1C#N.

Each line ends with the Mulliken charge.
Element x y z (Å)
C: 0.8088 -0.3992 0.9930  -1.0312
C: -0.5799 -0.3297 0.4781  0.1343
O: -1.3811 0.8280 0.3387  -0.4161
C: -0.8526 0.2625 -0.8452  -0.0919
C: 0.1035 1.0799 -1.5629  0.1670
N: 0.9080 1.6866 -2.1357  -0.3813
H: 0.8247 -0.2255 2.0632  0.2903
H: 1.1977 -1.4065 0.7824  0.2723
H: 1.4291 0.3198 0.4563  0.3248
H: -1.2366 -1.1735 0.7169  0.3982
H: -1.2217 -0.6423 -1.2848  0.3335

C2H16NO5 | wB97M-V/def2-TZVPD

For the energy above the lowest of the compared OMol25 structures with the same formula, charge and spin, the calculation gives 0.2367 eV. The gap between HOMO and LUMO is 0.415 Ha. The total energy is -516.524615 a.u. The net charge is +1.

Each line ends with the Mulliken charge.
Element x y z (Å)
C: -3.4402 -1.0696 0.0119  -0.7636
C: -1.3579 -1.3231 -1.1965  -0.1591
N: -2.0041 -0.8980 -0.1935  0.1547
H: -3.8534 -0.1849 0.4761  0.3110
H: -3.5902 -1.9184 0.6750  0.3339
H: -3.9225 -1.2787 -0.9344  0.2926
H: -1.8814 -1.7194 -2.0621  0.2712
H: -0.2843 -1.2011 -1.2171  0.2767
H: -1.3772 -0.5678 0.5804  0.3900
H: 0.9768 -0.6004 0.7623  0.3001
H: 0.1790 0.5907 1.3255  0.4058
O: 0.1571 -0.3797 1.2417  -0.7580
H: 3.2866 1.4668 0.6267  0.3179
H: 3.5414 2.1493 -0.7043  0.3073
O: 3.1929 1.3306 -0.3243  -0.6195
H: 2.7901 -0.8637 -0.8410  0.2907
H: 2.4677 -2.3220 -0.5192  0.2682
O: 2.1136 -1.4290 -0.4438  -0.5979
H: 0.3959 1.9086 3.3144  0.3169
H: 0.1591 3.1671 2.4840  0.3042
O: 0.3807 2.2330 2.4059  -0.6544
H: 1.0965 1.2591 -1.2222  0.2871
H: 0.6413 0.7893 -2.5798  0.3146
O: 0.3328 0.8611 -1.6659  -0.5904

C4H12N3S | wB97M-V/def2-TZVPD

For the energy above the lowest of the compared OMol25 structures with the same formula, charge and spin, the calculation gives 2.8606 eV. The gap between HOMO and LUMO is 0.227 Ha. The total energy is -722.025196 a.u. As for the SMILES: NCNC[C@H](N)C[S-]. The net charge is -1.

Each line ends with the Mulliken charge.
Element x y z (Å)
N: 1.0019 -3.3017 1.0253  -0.6081
C: 0.4675 -1.9306 0.5097  -0.2864
N: -0.9864 -1.9496 0.1746  -0.4318
C: -1.6287 -0.5707 0.0953  -0.9386
C: -0.7169 0.6185 0.1711  0.4034
N: -1.6301 1.9269 0.4493  -0.7468
C: 0.2955 0.9881 -1.0223  -0.4082
S: 1.6072 2.2248 -0.6902  -0.6661
H: 0.8323 -4.1004 0.4030  0.2083
H: 0.6007 -3.3725 1.9113  0.2436
H: 1.0730 -1.6225 -0.3570  0.1563
H: 0.6180 -1.3189 1.4167  0.3308
H: -1.0479 -2.2969 -0.8003  0.3143
H: -2.2276 -0.5118 -0.7443  0.4315
H: -2.3200 -0.6331 1.0239  0.2003
H: 0.0538 0.6243 0.9889  0.1120
H: -2.1027 2.1114 -0.3881  0.2507
H: -1.0510 2.8270 0.6130  0.3041
H: -0.1788 1.2800 -1.9974  0.2396
H: 0.8329 0.0556 -1.0941  -0.1092

C2H6N2S2 | wB97M-V/def2-TZVPD

For the energy above the lowest of the compared OMol25 structures with the same formula, charge and spin, the calculation gives 3.5057 eV. The gap between HOMO and LUMO is 0.329 Ha. The total energy is -985.554671 a.u.

Each line ends with the Mulliken charge.
Element x y z (Å)
C: -1.1375 -0.9760 -2.0449  -0.8399
C: 0.3231 -0.6478 -0.1621  0.4944
H: -2.3100 -0.8681 -2.4039  0.2959
H: -0.4417 -1.1966 -2.8907  0.2744
H: -1.0264 -1.9677 -1.0545  0.3139
H: 0.6942 -2.7128 0.4152  0.2141
H: 1.4468 -0.7623 1.4797  0.2623
H: -0.6690 1.0433 2.0940  0.1695
N: 0.2689 -1.9834 -0.2623  -0.6158
N: 1.0916 -0.1012 0.8903  -0.3296
S: -0.8336 0.4980 -0.9199  -0.0565
S: 0.6878 1.4270 1.6203  -0.1828

C33H57FeNP2Si | wB97M-V/def2-TZVPD

Its expectation value of S² is 8.845. The gap between HOMO and LUMO (alpha / beta) is 0.278 / 0.228 Ha. The spin multiplicity is 6. The total energy is -3581.931936 a.u. The net charge is +1.

Each line ends with the Mulliken charge.
Element x y z (Å)
Fe: 1.0207 -1.5170 -0.6084  -0.5512
C: -0.0795 -2.7643 1.1361  1.1729
C: 1.2846 -3.1205 0.7433  0.0706
C: 1.3685 -1.5300 2.4328  1.4284
C: 0.0063 -1.7993 2.1876  1.1349
C: 2.1672 -2.2501 1.5026  0.4373
C: -1.2813 -3.5982 0.8621  -1.5635
H: -1.1301 -4.2459 -0.0133  0.3150
H: -2.1844 -2.9893 0.6950  0.2981
H: -1.4872 -4.2549 1.7263  0.4049
C: -1.0994 -1.3627 3.0732  -1.6655
H: -2.0593 -1.7953 2.7674  0.4618
H: -1.1964 -0.2640 3.1137  -0.1033
H: -0.9030 -1.7154 4.1020  0.3815
C: 1.8930 -0.8991 3.6669  -2.1119
H: 2.2385 -1.6771 4.3682  0.3596
H: 1.1231 -0.3215 4.1879  0.5732
H: 2.7511 -0.2421 3.4842  0.3987
C: 3.6355 -2.4417 1.6150  -1.8599
H: 3.8656 -3.0844 2.4856  0.3630
H: 4.1744 -1.4902 1.7543  0.2658
H: 4.0371 -2.9336 0.7185  0.3714
C: 1.7082 -4.4121 0.1307  -1.9442
H: 1.9017 -5.1694 0.9087  0.3473
H: 2.6351 -4.2702 -0.4372  0.4088
H: 0.9373 -4.8081 -0.5386  0.3322
C: -1.3525 -0.1498 -4.5354  -0.0031
C: -1.4388 -1.4938 -4.5643  -0.4517
C: -0.5303 -2.3977 -5.3332  -0.7269
C: 0.9516 -1.9583 -5.4075  -1.1928
C: 1.5162 -1.3388 -4.1649  -0.2516
C: 1.5405 -0.0122 -3.9499  0.1206
C: 0.9129 1.0392 -4.8043  -1.1436
C: -0.4691 0.6837 -5.4064  -0.9610
H: -0.8927 -2.5133 -6.3710  0.4060
H: 1.0867 -1.2909 -6.2720  0.3219
H: -0.5806 -3.3980 -4.8786  0.3693
H: -0.3267 0.2249 -6.3939  0.2573
H: -2.1186 0.4230 -3.9915  0.5906
H: -2.3320 -1.9827 -4.1418  0.4038
H: -0.9873 1.6410 -5.5711  0.4729
H: 0.8189 1.9640 -4.2078  0.0955
H: 2.2415 0.4409 -3.2495  0.6996
H: 1.5929 1.2926 -5.6383  0.5399
H: 1.5398 -2.8628 -5.6220  0.4223
H: 2.0768 -2.0288 -3.5179  0.4566
P: -1.0075 -0.4266 -0.7005  1.5669
P: 2.1915 0.4093 -0.5424  0.9638
C: -0.3923 1.0239 -1.6838  0.3564
C: 0.9328 1.6300 -1.1914  -1.5977
H: -1.1958 1.7699 -1.6657  0.8428
H: -0.3163 0.6565 -2.7134  -1.3231
H: 1.4282 2.2250 -1.9759  0.5443
H: 0.7154 2.3039 -0.3506  0.5030
C: 2.8518 1.2623 0.9074  -0.7814
H: 3.0558 0.5480 1.7112  0.0639
H: 2.1298 2.0004 1.2696  0.1335
H: 3.7887 1.7716 0.6447  0.5639
C: 3.7146 0.1447 -1.5250  -1.6871
H: 4.0991 1.1112 -1.8832  0.4389
H: 3.5282 -0.5351 -2.3679  0.4403
H: 4.4604 -0.3430 -0.8808  0.4268
C: -2.7498 -0.5645 -1.2271  -1.6059
H: -3.1689 -1.4938 -0.8170  0.3392
H: -2.8063 -0.6003 -2.3244  0.3888
H: -3.3238 0.2810 -0.8410  0.3179
C: -0.5373 -1.9593 -1.7890  -1.1195
H: 0.1596 -2.8043 -1.5089  0.3745
H: -0.2418 -1.6331 -2.7742  -0.3034
H: -1.4870 -2.5130 -1.8049  1.0395
C: -3.7230 0.6083 1.8212  -0.1527
Si: -3.1888 2.2823 2.4948  0.1855
C: -3.4785 3.6200 1.2055  -1.0842
C: -4.1922 2.6532 4.0260  -1.1499
N: -1.4991 2.1585 2.8547  0.0588
C: -0.5868 2.9409 3.3889  -0.5569
C: -0.8314 4.2573 3.9245  -0.1365
C: 0.1906 5.0009 4.4942  -0.8127
C: 1.4970 4.4988 4.5531  -0.5395
C: 1.7939 3.2311 4.0217  -0.2934
C: 0.7793 2.4673 3.4455  0.3556
H: -4.1222 -0.0340 2.6175  0.4749
H: -2.8801 0.0819 1.3524  -0.8942
H: -4.5142 0.7360 1.0705  0.4525
H: -4.3889 4.1947 1.4324  0.3585
H: -2.6294 4.3182 1.1815  0.3381
H: -3.5876 3.1922 0.1985  0.3008
H: -4.5020 1.7200 4.5148  0.2951
H: -3.6209 3.2394 4.7564  0.3625
H: -5.0981 3.2155 3.7626  0.3756
H: -1.8572 4.6424 3.8742  0.3850
H: -0.0359 5.9888 4.9062  0.3966
H: 2.2947 5.0902 5.0141  0.3633
H: 2.8095 2.8287 4.0571  0.4077
H: 0.9658 1.4765 3.0232  0.4719

C11H15F3N2O13 | wB97M-V/def2-TZVPD

Its expectation value of S² is 0.755. The gap between HOMO and LUMO (alpha / beta) is 0.326 / 0.078 Ha. The spin multiplicity is 2. The total energy is -1814.798154 a.u. The net charge is +1.

Each line ends with the Mulliken charge.
Element x y z (Å)
C: 4.4859 -3.2910 -2.1218  -0.4268
C: 3.5519 -3.1893 -3.3581  0.3722
O: 2.8408 -1.9521 -3.1490  -0.3112
C: 3.4078 -1.3609 -2.0460  0.7268
O: 3.0636 -0.2735 -1.5948  -0.5530
O: 4.4150 -2.0478 -1.5703  -0.3128
F: 2.7546 -4.2251 -3.5092  -0.2645
H: 5.5394 -3.3529 -2.3945  0.2136
H: 4.3046 -3.9675 -1.2866  0.2857
H: 4.1988 -2.9986 -4.2144  0.2912
C: 2.4034 -0.9261 4.1015  -0.4860
C: 2.1870 -2.3966 4.1312  0.2696
O: 1.9322 -2.6594 2.7611  -0.3129
C: 1.4821 -1.5889 2.1487  0.6256
O: 1.1556 -1.5087 0.9653  -0.5653
O: 1.5486 -0.5550 2.9876  -0.2818
F: 1.1094 -2.7619 4.8451  -0.2689
H: 3.4489 -0.8395 3.8058  0.3157
H: 2.3077 -0.3944 5.0482  0.3486
H: 3.0532 -2.9402 4.5084  0.3145
C: -4.6448 2.1335 -2.1383  -0.2564
C: -3.8634 3.2788 -1.5255  0.6281
O: -4.8712 4.1240 -0.9986  -0.2739
C: -6.0576 3.8224 -1.5474  0.7078
O: -7.0701 4.4496 -1.4177  -0.0030
O: -5.9522 2.6486 -2.1468  -0.2889
F: -3.0604 3.8117 -2.4420  -0.2334
H: -4.6729 1.2166 -1.5496  0.2637
H: -4.5127 1.8470 -3.1816  0.3162
H: -3.2187 2.9079 -0.7287  0.1285
C: -0.0234 0.2378 -2.0090  -0.6702
N: -1.4453 0.6963 -1.8271  0.8318
O: -1.7083 0.7664 -0.6179  -0.4962
O: -2.1685 1.0946 -2.7453  -0.5387
H: 0.0653 -0.0698 -3.0510  0.3365
H: 0.2432 -0.6131 -1.3821  0.1887
H: 0.6661 1.0675 -1.8534  0.3460
C: -1.1246 1.6219 2.4274  -0.9447
N: -0.7239 1.0237 3.7580  0.9726
O: -1.3980 0.0910 4.1166  -0.5337
O: 0.0703 1.6539 4.4562  -0.5458
H: -1.5319 0.8804 1.7402  0.3636
H: -0.2781 2.1767 2.0228  0.3204
H: -1.9095 2.3622 2.5824  0.4009